16
Properties=species:S:1:pos:R:3:nbo_charge:R:1 method="wB97M-V/def2-TZVPD" homo_lumo_gap_ev="7.4 / 7.4" homo_energy_ev="-7.662 / -8.248" energy_ha=-400.65007 relative_energy_kj_mol=684.6 multiplicity=1
O 1.3796 0.3997 0.3855 -0.4266
N 0.3619 -0.5792 0.1044 -0.1121
C -2.1599 1.4568 0.2139 -0.3193
C 2.6181 0.0631 -0.1456 -0.2586
C -1.7472 -1.2656 0.1721 -0.1701
C -2.8885 -0.7778 -0.3765 -0.3036
C -2.6221 0.5362 -0.6604 0.1458
C -1.1368 1.0129 0.9851 -0.1860
C -0.7720 -0.3266 0.5550 0.0792
H 2.4123 -0.9209 -0.6667 0.2108
H 2.8776 0.9836 -0.6648 0.1917
H 3.3617 -0.0896 0.7261 0.1702
H -0.3621 1.4412 1.5215 0.2378
H -3.6889 -1.4756 -0.8001 0.2455
H -2.5876 2.4353 -0.0021 0.2510
H -1.3426 -2.3798 0.0469 0.2446

104
Properties=species:S:1:pos:R:3:mulliken_charge:R:1 method="wB97M-V/def2-TZVPD" homo_lumo_gap_ev=6.9 homo_energy_ev=-7.520 energy_ha=-2140.94964 relative_energy_kj_mol=1296.5 multiplicity=1
O 2.2037 2.0108 2.1136 -0.0629
O -0.5583 -0.2452 2.3956 -0.2474
O -3.0553 -3.5522 -0.7904 -0.5959
O -3.6493 1.5038 -1.6644 -0.4103
O 2.3687 -1.3862 0.8026 -0.8767
O 1.6557 -5.5662 -0.8934 -0.7031
O -0.7363 -0.0792 -2.6734 -0.5075
O 5.3727 0.8118 -1.5754 -0.5669
O -4.6483 -1.5692 0.3326 -0.4984
O 0.9687 -0.8742 4.6456 -0.6521
O 1.6917 4.8178 2.3666 -0.5341
O -0.2283 -5.2072 2.7366 -0.8219
N -2.4623 -3.7452 -3.1294 -0.3049
N 0.1237 -3.8802 0.8486 0.2538
N 2.3437 -4.6122 -2.9724 -0.3062
N 2.5347 -3.4202 -1.1974 -0.2560
N 0.7027 -1.7312 -0.8554 2.5080
N -1.0763 -2.9962 2.3596 0.2982
N 0.8587 0.2988 -0.0194 3.2298
N -0.9743 -4.2522 -1.6944 0.0339
C -3.6283 -0.6112 2.2006 -0.9990
C 2.1977 -4.5812 -1.6844 0.3457
C 1.0387 4.9798 1.3086 0.1191
C 3.5197 1.9318 2.7506 -0.8375
C -3.3603 2.6338 -1.1834 -0.2412
C 0.4357 -1.2622 -4.1304 -1.6928
C 1.3077 0.9738 -3.1674 -0.5968
C -2.1663 -3.7512 -1.8424 0.5393
C -3.7843 -0.7622 0.7316 -0.0747
C 1.3827 4.1218 0.1316 -1.2408
C -2.4643 -0.8712 -0.0574 1.6910
C 0.0867 0.0788 -3.5874 0.0178
C -0.7763 0.9578 3.0846 -1.1703
C 2.3257 -0.8102 4.2386 -0.3243
C -1.8803 2.6888 -1.0164 0.3916
C -0.2993 -3.9962 2.0256 0.2023
C -4.0263 3.1238 0.1016 -1.0678
C -0.4903 4.7488 1.5336 -1.7112
C 1.3047 -0.9292 0.0016 0.0820
C 4.2777 1.1778 -0.9044 -0.1483
H 4.0957 0.6418 0.0156 -0.1047
H 1.1197 4.5438 -0.8134 0.6404
H -1.8223 -0.0202 0.2406 -1.4984
H -2.8593 -1.2552 2.5806 -0.0575
H -1.3113 -3.0082 3.3806 0.3332
H 2.9887 -2.6672 -1.7594 0.2779
H -1.6763 3.7278 -0.9914 0.5748
H -1.2793 2.2198 -1.7784 -0.1274
H 0.1857 -1.4772 -1.7294 -1.3744
H 1.1567 5.4118 2.9086 0.3685
H -5.2193 -0.9952 -0.1824 0.5305
H 4.1017 1.2088 2.2036 0.3242
H 2.8507 -0.1952 4.9706 0.3528
H 2.4407 3.9748 -0.0114 0.3252
H 0.5137 -0.3422 4.0206 0.4887
H 2.7917 -1.6892 4.0396 0.4709
H 1.2837 1.0348 0.5246 -0.5723
H -3.2983 -3.3172 -3.5494 0.2581
H 1.2107 -1.1762 -4.8894 0.4943
H 3.3137 1.1878 -1.4634 0.0261
H 0.6107 -4.7512 0.4696 0.3095
H -0.6823 -2.0912 2.0176 -0.2321
H 5.6727 1.5448 -2.1204 0.3378
H -1.9003 -4.2002 -3.8264 0.1488
H 1.4077 -2.4542 -1.0974 -0.6186
H -0.6503 3.7278 1.7516 0.4074
H -5.1223 3.2528 -0.0394 0.4114
H -0.4503 -1.7392 -4.5114 0.3980
H -0.7813 5.1918 2.3836 1.0240
H 0.0857 0.6038 -0.7134 -1.5161
H -3.8483 2.3748 0.9186 0.0694
H 2.7347 -3.2572 -0.1944 0.3860
H -1.3493 0.9578 3.9886 0.4259
H -0.3443 -4.5902 -2.4104 0.0910
H -0.6183 -4.1222 -0.6814 0.0714
H 1.9997 2.9598 2.1056 -0.0967
H 1.8017 -5.3472 -3.3194 0.2751
H -2.4433 -0.7972 -1.1614 0.1472
H -1.2083 1.6858 2.3776 0.0379
H 1.6897 1.5188 -4.0884 0.4058
H 1.1247 5.9798 0.9816 0.6242
H 0.2247 1.2808 3.3446 0.4105
H -3.7023 3.3558 -1.9054 0.3886
H 0.8177 -1.9092 -3.3754 0.1924
H -1.0783 5.1578 0.7456 0.2468
H -4.4303 -0.7952 2.9346 0.4449
H -0.4063 0.6748 -4.3354 0.9285
H 4.4017 2.2268 -0.5784 0.3496
H 1.0927 1.7188 -2.3274 -0.2016
H -1.5733 0.2628 -3.0554 0.2689
H -4.0923 0.2828 0.3856 0.1164
H 0.8357 3.1708 0.1636 -0.1893
H 2.1017 0.3288 -2.8234 0.1703
H 2.4227 -0.4122 3.2796 -0.4216
H -3.4603 4.0958 0.3476 0.2962
H -1.5683 2.4328 0.0106 -0.5674
H -3.3363 1.5298 -2.5444 0.3727
H -3.2563 0.3618 2.4456 0.0855
H 3.9927 2.9228 2.7756 0.2192
H -1.8823 -1.7752 0.1536 0.4242
H 3.2797 1.5688 3.7576 0.2313
H -0.0503 -0.0812 1.5796 -0.2871
H 0.2297 -3.0062 0.2966 -0.8040
H 2.6847 -3.8112 -3.4904 0.2234

10
Properties=species:S:1:pos:R:3:nbo_charge:R:1 method="wB97M-V/def2-TZVPD" homo_lumo_gap_ev=10.1 homo_energy_ev=-8.972 energy_ha=-155.95504 relative_energy_kj_mol=20.1 multiplicity=1
C 1.0851 -0.2094 -1.4542 -0.3758
C -1.1101 0.2199 1.4444 -0.3640
C -0.5153 -0.3427 0.4000 -0.2269
C 0.5490 0.3210 -0.3621 -0.2140
H 1.8067 0.2529 -2.1126 0.2041
H 0.8932 1.2734 0.0286 0.1985
H -1.9796 -0.2290 1.9095 0.1963
H 0.8376 -1.2459 -1.6454 0.1864
H -0.8335 1.1705 1.8916 0.1918
H -1.0229 -1.1383 -0.1428 0.2035

62
Properties=species:S:1:pos:R:3:nbo_charge:R:1 method="wB97M-V/def2-TZVPD" homo_lumo_gap_ev=9.3 homo_energy_ev=-8.457 energy_ha=-970.59434 relative_energy_kj_mol=2.5 multiplicity=1
N 1.3736 1.9072 0.6667 -0.6443
N -1.3616 2.8576 0.3916 -0.6351
C -0.9891 2.0243 1.5200 -0.2469
C 2.0903 -1.0802 -1.5524 -0.3920
C -2.5538 -2.0970 0.9980 0.0306
C 3.3835 1.0389 -1.2941 -0.4076
C 3.0806 -1.7977 -0.6369 -0.2260
C -1.9794 -1.6950 -0.1286 -0.1970
C -2.7947 2.8457 0.1238 -0.2549
C 2.0062 0.3928 -1.1547 -0.2182
C 2.6060 -1.6821 0.8103 -0.3939
C 4.4600 -1.1549 -0.7734 -0.3910
C -2.5769 -1.7022 -1.5028 -0.4347
C 3.8981 0.4450 1.0629 -0.4018
C -3.2921 1.4876 -0.2948 -0.2176
C 4.3750 0.3200 -0.3822 -0.2230
C 1.5158 0.5059 0.2927 -0.0407
C -1.8440 -1.9938 2.3167 -0.6327
C 0.5135 2.1685 1.8027 -0.2157
C -2.9075 0.8135 -1.3725 0.0485
C 2.5253 -0.2079 1.2038 -0.2224
C -1.8710 1.3175 -2.3287 -0.6700
C -3.5329 -0.5121 -1.7136 -0.4147
C -3.9372 -2.6689 1.0863 -0.6513
H -0.9816 -1.2807 -0.0733 0.1904
H 0.9950 2.4196 -0.1253 0.3670
H 5.1749 -1.6709 -0.1279 0.2015
H -1.5511 2.2787 2.4376 0.1626
H 3.8194 1.4977 1.3366 0.2236
H -2.9786 3.5670 -0.6803 0.2018
H 1.2939 0.9081 -1.8107 0.2082
H -3.9433 -3.5391 1.7415 0.2137
H 2.4165 -1.1633 -2.5921 0.2047
H -1.2367 0.9930 1.2558 0.2028
H 5.3645 0.7808 -0.4824 0.2074
H 1.6258 -2.1545 0.9187 0.2023
H 0.7127 3.1986 2.1219 0.1854
H -3.1333 -2.6260 -1.6796 0.2113
H 3.3019 -2.2023 1.4727 0.2045
H -2.3430 1.6175 -3.2654 0.2159
H 3.3234 2.0907 -1.0123 0.2179
H -1.1533 0.5320 -2.5570 0.2120
H -0.8606 -1.5433 2.2054 0.2112
H -1.3406 2.1645 -1.9069 0.2400
H 4.8124 -1.2475 -1.8037 0.2006
H -4.6173 -1.9306 1.5125 0.2167
H 2.1946 -0.1306 2.2452 0.2041
H 1.1062 -1.5493 -1.4724 0.2014
H -1.0676 3.8150 0.5745 0.3530
H 0.7913 1.5052 2.6244 0.1964
H 0.5494 -0.0223 0.3687 0.1712
H -3.8475 -0.5021 -2.7610 0.2071
H 4.6091 -0.0381 1.7374 0.1989
H -2.4269 -1.3877 3.0102 0.2095
H 3.7156 0.9783 -2.3336 0.2008
H -3.3722 3.1716 1.0071 0.1695
H 3.1386 -2.8556 -0.9192 0.2078
H -4.4174 -0.6615 -1.0926 0.2055
H -4.0447 1.0545 0.3506 0.1954
H -1.7244 -2.9817 2.7617 0.2111
H -1.7739 -1.6569 -2.2406 0.2062
H -4.3189 -2.9614 0.1129 0.2131

What is the multiplicity in the fourth record?
1

Which value of multiplicity does entry 2 give?
1